The following is a DFT calculation (the ωB97M-V functional and the def2-TZVPD basis) of a cluster of 16 separate species, C90H205N7O16 in total at a distorted geometry.

Each line ends with the Löwdin charge.
Cartesian coordinates (Å):
C1 7.70566 -1.39001 3.29106  -0.062
C2 6.40074 -0.79001 2.82504  -0.520
C3 6.53714 -0.23855 1.40798  -0.043
O1 5.35829 -1.76228 2.88975  -0.074
H1 8.18441 -1.98195 2.52357  0.077
H2 7.63423 -1.88843 4.29335  0.096
H3 8.33876 -0.48774 3.52283  0.102
H4 6.03598 0.00858 3.51288  0.128
H5 7.04257 -1.05013 0.83923  0.091
H6 6.98427 0.70915 1.50006  0.059
H7 5.45991 -0.09222 1.05065  0.094
H8 5.71495 -2.54630 3.35464  0.090
C4 3.02173 1.42054 -8.52068  -0.065
C5 2.66227 0.85912 -7.15781  -0.506
C6 3.79482 1.16139 -6.14307  -0.045
O2 1.39476 1.34017 -6.85819  -0.035
H9 3.97868 1.03821 -8.84306  0.071
H10 2.95795 2.50145 -8.53942  0.081
H11 2.33344 1.04981 -9.28727  0.078
H12 2.61483 -0.29632 -7.21628  0.154
H13 3.65878 0.56159 -5.20949  0.061
H14 3.95200 2.22625 -5.90313  0.080
H15 4.78563 0.89484 -6.51042  0.067
H16 0.99273 0.68183 -6.32560  0.031
C7 0.25064 -3.74800 -5.05111  -0.053
C8 0.56430 -2.38578 -5.77834  -0.444
C9 -0.47650 -2.07777 -6.90258  -0.024
O3 0.62118 -1.22972 -4.96671  -0.076
H17 0.65489 -3.79561 -4.01215  0.066
H18 0.62392 -4.60951 -5.62555  0.082
H19 -0.81330 -3.88194 -5.05889  0.049
H20 1.59227 -2.46260 -6.07622  0.108
H21 -1.38727 -2.09173 -6.31035  0.067
H22 -0.52686 -2.90757 -7.65451  0.095
H23 -0.40348 -1.12912 -7.38088  0.056
H24 -0.20201 -0.82937 -4.67909  0.037
C10 -3.03994 1.85627 5.21575  -0.055
C11 -2.91043 3.35877 5.32753  -0.448
C12 -4.33535 3.92424 5.56046  -0.068
O4 -2.08214 3.83291 6.45492  -0.079
H25 -3.33623 1.49432 6.22342  0.097
H26 -2.09376 1.45532 4.80968  0.068
H27 -3.73652 1.66239 4.44569  0.065
H28 -2.48549 3.89633 4.47749  0.125
H29 -5.04009 3.53468 4.89258  0.038
H30 -4.32057 5.04977 5.53869  0.093
H31 -4.72841 3.64819 6.56558  0.088
H32 -2.12637 3.15638 7.14670  0.076
C13 -7.27919 -0.85005 -2.83131  -0.046
C14 -7.71216 -1.04946 -4.28683  -0.468
C15 -8.21109 0.21472 -4.95252  -0.053
O5 -6.58176 -1.56284 -4.99380  -0.078
H33 -8.16379 -0.39595 -2.37734  0.079
H34 -6.38453 -0.27414 -2.67293  0.072
H35 -7.13104 -1.77651 -2.23850  0.070
H36 -8.53049 -1.79532 -4.32199  0.142
H37 -8.84570 0.76918 -4.23715  0.087
H38 -8.81024 -0.01495 -5.81851  0.071
H39 -7.41934 0.82032 -5.32597  0.069
H40 -6.77271 -1.96779 -5.86480  0.118
C16 1.97556 -4.11002 4.16015  -0.036
C17 1.71603 -3.34266 5.45510  -0.466
C18 2.98852 -3.42688 6.36285  -0.025
O6 1.41886 -2.01603 5.16780  -0.070
H41 1.13824 -4.04360 3.48748  0.060
H42 2.15058 -5.11865 4.49703  0.079
H43 2.83883 -3.74650 3.63725  0.071
H44 0.88850 -3.69462 6.02473  0.105
H45 3.77362 -3.06692 5.75605  0.046
H46 3.25142 -4.42751 6.68633  0.081
H47 2.95554 -2.65840 7.17203  0.084
H48 2.17249 -1.45670 5.36682  0.035
C19 -1.98142 2.11821 -5.79721  -0.052
C20 -1.90202 1.80877 -4.36155  -0.481
C21 -3.16194 2.24464 -3.64885  -0.044
O7 -1.72122 0.38340 -4.23326  -0.075
H49 -1.19938 1.68712 -6.42366  0.075
H50 -2.04569 3.21418 -5.93833  0.100
H51 -2.89289 1.66192 -6.14498  0.078
H52 -0.97603 2.17925 -3.87191  0.129
H53 -3.99430 2.00715 -4.36388  0.100
H54 -3.18090 3.30259 -3.38910  0.069
H55 -3.28720 1.73603 -2.66878  0.073
H56 -2.55384 -0.06273 -4.19716  0.046
C22 4.10231 1.50900 -1.40426  -0.072
C23 4.26919 3.01113 -1.17342  -0.456
C24 5.39935 3.19221 -0.09580  -0.049
O8 4.66522 3.66264 -2.40621  -0.036
H57 3.50494 1.32009 -2.27888  0.062
H58 3.66836 0.93457 -0.58108  0.066
H59 5.06611 1.12652 -1.86818  0.101
H60 3.30608 3.42524 -0.78820  0.119
H61 5.17593 2.83325 0.93725  0.073
H62 5.72652 4.27285 -0.13790  0.088
H63 6.21199 2.65534 -0.55533  0.060
H64 4.55741 4.57092 -2.26101  0.041
C25 -4.53148 -3.39117 -2.27505  -0.021
C26 -3.46266 -2.32489 -2.75500  -0.433
C27 -2.05520 -2.87057 -2.62604  -0.056
O9 -3.69420 -2.02742 -4.19195  -0.096
H65 -4.51214 -4.20571 -2.98273  0.080
H66 -5.49554 -2.89134 -2.25239  0.039
H67 -4.17479 -3.75257 -1.31761  0.074
H68 -3.64309 -1.41187 -2.18077  0.118
H69 -1.99443 -3.81985 -3.16587  0.074
H70 -1.99132 -2.96816 -1.52037  0.067
H71 -1.30129 -2.14154 -3.00891  0.082
H72 -4.66867 -1.84854 -4.29131  0.061
C28 -6.42509 6.09091 -2.68030  -0.017
C29 -7.43850 5.07406 -2.07314  -0.466
C30 -6.86418 3.66303 -2.26781  -0.156
C31 -5.68334 3.35548 -1.42697  -0.214
C32 -6.06046 3.45657 0.03143  -0.123
C33 -6.54203 4.90416 0.28693  -0.474
N1 -7.69509 5.18667 -0.59731  -0.115
O10 -8.17954 6.44776 -0.34123  -0.024
C34 -7.12625 4.89411 1.73984  -0.039
C35 -5.41039 5.97151 0.31481  -0.016
C36 -8.84316 5.21004 -2.71171  -0.023
H73 -5.51040 6.30304 -2.12742  0.039
H74 -6.87464 7.08253 -2.66817  0.081
H75 -6.13740 5.78077 -3.70494  0.096
H76 -7.65860 2.90342 -2.10061  0.128
H77 -6.50483 3.61181 -3.33299  0.129
H78 -4.90369 4.05214 -1.61392  0.081
H79 -5.20748 2.38736 -1.73334  0.108
H80 -5.27991 3.26007 0.72931  0.100
H81 -6.83545 2.70504 0.26131  0.128
H82 -6.35716 4.68990 2.42571  0.049
H83 -7.45844 5.91399 1.98310  0.081
H84 -8.02322 4.21721 1.76704  0.103
H85 -5.88351 6.85199 -0.02794  0.067
H86 -5.00303 6.04426 1.33707  0.090
H87 -4.54538 5.68657 -0.26748  0.048
H88 -8.89236 4.82898 -3.70234  0.069
H89 -9.26620 6.19250 -2.68685  0.072
H90 -9.43831 4.49609 -2.16720  0.078
H91 -8.99441 6.35404 0.14014  0.106
C37 -2.95948 -1.50541 8.23646  -0.005
C38 -1.98992 -2.67294 7.68785  -0.482
C39 -2.56952 -4.02018 7.96938  -0.164
C40 -3.83045 -4.51657 7.19676  -0.155
C41 -3.54404 -4.44057 5.70714  -0.132
C42 -2.99251 -3.01278 5.35934  -0.458
N2 -1.76068 -2.71822 6.21780  -0.043
O11 -1.32497 -1.40060 5.84916  -0.062
C43 -2.45507 -3.06613 3.93563  -0.052
C44 -4.08792 -1.94296 5.27487  -0.018
C45 -0.60754 -2.64965 8.41183  -0.018
H92 -2.68321 -1.31550 9.29762  0.078
H93 -3.99497 -1.70750 8.34392  0.046
H94 -2.83807 -0.57981 7.61926  0.073
H95 -1.84588 -4.75305 7.68744  0.102
H96 -2.62286 -4.17992 9.01868  0.110
H97 -4.61092 -3.84797 7.40411  0.078
H98 -4.10488 -5.55345 7.44299  0.118
H99 -4.51152 -4.58672 5.16352  0.126
H100 -2.90009 -5.22477 5.29085  0.118
H101 -1.67902 -3.80442 3.81009  0.082
H102 -3.25485 -3.43910 3.35705  0.070
H103 -2.16970 -2.14030 3.47491  0.056
H104 -4.89480 -2.31429 4.72857  0.068
H105 -4.52722 -1.81463 6.24557  0.056
H106 -3.67656 -0.98876 4.96341  0.075
H107 -0.87519 -2.43068 9.45101  0.077
H108 -0.06293 -1.89726 7.90111  0.050
H109 -0.05970 -3.66322 8.37975  0.111
H110 -0.43720 -1.50410 5.47951  0.056
C46 1.03776 2.16666 4.99444  -0.021
C47 2.56168 2.24060 4.76147  -0.471
C48 3.01742 3.64301 5.28631  -0.138
C49 2.99701 3.71549 6.82175  -0.166
C50 3.86882 2.61447 7.42360  -0.117
C51 3.57185 1.22500 6.88374  -0.582
N3 3.58475 1.33233 5.43418  -0.042
O12 3.37392 0.02481 4.89249  -0.059
C52 4.65552 0.32660 7.19256  -0.076
C53 2.34706 0.53881 7.48016  -0.007
C54 2.82005 2.19284 3.25588  -0.039
H111 0.64659 1.15621 5.00344  0.069
H112 0.54903 2.92549 4.26433  0.108
H113 0.68574 2.52610 5.97851  0.067
H114 4.05943 3.83647 4.98624  0.123
H115 2.36241 4.34774 4.79729  0.111
H116 1.97455 3.79722 7.17090  0.102
H117 3.46163 4.67817 7.09413  0.114
H118 3.73252 2.58764 8.48159  0.110
H119 4.97169 2.78596 7.25086  0.140
H120 4.82027 0.09831 8.26142  0.106
H121 4.41360 -0.71407 6.87784  0.079
H122 5.60250 0.57043 6.66651  0.107
H123 1.42227 1.10562 7.46856  0.076
H124 2.14716 -0.36966 6.92816  0.052
H125 2.55620 0.31356 8.54035  0.103
H126 3.96230 2.26453 3.23939  0.098
H127 2.38047 3.13077 2.81499  0.085
H128 2.53193 1.30701 2.69127  0.066
H129 4.15967 -0.23772 4.41141  0.072
C55 2.45065 -5.19879 0.34159  -0.029
C56 1.60394 -6.18851 -0.42163  -0.499
C57 0.22201 -5.60181 -0.67613  -0.133
C58 -0.69864 -6.43676 -1.54264  -0.157
C59 0.06139 -6.65707 -2.83524  -0.119
C60 1.46448 -7.29559 -2.65342  -0.516
N4 2.19027 -6.45824 -1.67728  -0.112
O13 3.47525 -6.93808 -1.42429  -0.024
C61 1.47569 -8.78481 -2.29550  -0.010
C62 2.20164 -7.12373 -3.92392  -0.058
C63 1.58919 -7.50613 0.52617  -0.003
H130 2.56673 -4.32221 -0.25327  0.062
H131 3.41915 -5.55156 0.59145  0.078
H132 2.01651 -4.99292 1.26817  0.050
H133 -0.17033 -5.34195 0.31071  0.123
H134 0.38789 -4.63741 -1.16159  0.114
H135 -1.56362 -5.87016 -1.77263  0.082
H136 -0.92026 -7.41295 -1.04151  0.126
H137 0.19022 -5.65639 -3.24218  0.082
H138 -0.39434 -7.33869 -3.57448  0.132
H139 2.53509 -8.91880 -2.00844  0.099
H140 0.80800 -8.99107 -1.47215  0.054
H141 1.13858 -9.38632 -3.11422  0.080
H142 1.64286 -7.53669 -4.76470  0.090
H143 2.45807 -6.10491 -4.24207  0.077
H144 3.15933 -7.67003 -3.94191  0.091
H145 1.38572 -7.30145 1.62871  0.098
H146 2.58779 -7.95427 0.54854  0.076
H147 0.92724 -8.27076 0.19188  0.028
H148 3.98247 -6.22511 -1.79611  0.051
C64 5.71156 -5.34296 -4.24947  -0.021
C65 6.48789 -4.22074 -3.55427  -0.547
C66 6.93193 -3.07784 -4.44094  -0.128
C67 5.82002 -2.08506 -4.76626  -0.181
C68 5.22272 -1.49439 -3.48229  -0.132
C69 4.72023 -2.62098 -2.55289  -0.460
N5 5.85873 -3.54785 -2.37119  -0.042
O14 5.43685 -4.65673 -1.52658  -0.073
C70 4.51024 -1.90070 -1.19806  -0.035
C71 3.31190 -3.21783 -2.99164  0.008
C72 7.63700 -4.97272 -2.97170  -0.062
H149 4.79145 -4.93184 -4.69422  0.073
H150 6.41072 -5.72942 -4.97362  0.081
H151 5.29826 -6.14777 -3.59863  0.084
H152 7.62301 -2.56717 -3.73238  0.132
H153 7.44950 -3.35244 -5.37233  0.132
H154 6.37219 -1.31325 -5.26416  0.100
H155 5.07954 -2.45504 -5.42588  0.094
H156 4.48512 -0.66860 -3.69480  0.110
H157 6.11110 -1.00760 -3.00725  0.126
H158 5.49674 -1.53378 -0.83293  0.080
H159 4.11722 -2.65129 -0.47638  0.087
H160 3.85303 -1.14434 -1.29542  0.004
H161 2.61511 -2.39938 -2.81359  0.080
H162 3.12800 -4.20991 -2.57213  0.058
H163 3.32115 -3.35220 -4.07379  0.059
H164 7.38030 -5.79823 -2.31954  0.084
H165 8.15295 -5.30565 -3.92927  0.111
H166 8.36759 -4.38688 -2.46661  0.073
H167 5.86192 -4.52798 -0.64020  0.134
C73 2.05487 6.92692 -3.35424  -0.029
C74 1.00517 5.90041 -3.55497  -0.543
C75 1.12348 4.81919 -2.49077  -0.138
C76 0.65890 5.23390 -1.08993  -0.158
C77 -0.87099 5.53005 -1.22389  -0.115
C78 -1.07499 6.74735 -2.17491  -0.503
N6 -0.37877 6.41764 -3.46295  -0.077
O15 -0.50170 7.41694 -4.45260  -0.017
C79 -2.55767 6.85601 -2.48981  -0.057
C80 -0.57548 8.07654 -1.58277  -0.025
C81 1.25821 5.19163 -4.86195  -0.010
H168 3.08097 6.54742 -3.31783  0.094
H169 1.95336 7.45723 -2.42387  0.066
H170 2.00580 7.67109 -4.11580  0.080
H171 0.42958 4.00048 -2.81913  0.121
H172 2.12067 4.45828 -2.39993  0.088
H173 1.18495 6.17515 -0.75540  0.118
H174 0.89097 4.42721 -0.45518  0.045
H175 -1.28024 5.86430 -0.27077  0.108
H176 -1.45393 4.59565 -1.55832  0.129
H177 -2.73111 7.82375 -3.08327  0.107
H178 -2.95922 6.13539 -3.23174  0.083
H179 -3.18745 6.91039 -1.60497  0.060
H180 -1.30295 8.45786 -0.76354  0.120
H181 0.32539 7.88743 -0.98992  0.057
H182 -0.37663 8.76297 -2.36730  0.069
H183 2.11271 4.54363 -4.86757  0.089
H184 1.18520 5.90576 -5.61762  0.066
H185 0.43910 4.47200 -4.90730  0.082
H186 -1.09172 7.08289 -5.11800  0.096
C82 -0.44874 3.15121 1.67874  -0.017
C83 -0.72802 1.90729 0.81005  -0.498
C84 0.08156 2.03097 -0.47674  -0.120
C85 -0.10123 0.82465 -1.42896  -0.131
C86 0.45264 -0.39730 -0.64028  -0.133
C87 -0.22540 -0.58332 0.68078  -0.449
N7 -0.26115 0.71313 1.45201  -0.058
O16 -0.96199 0.55090 2.71347  -0.037
C88 -1.55975 -1.36613 0.63855  -0.017
C89 0.80582 -1.37628 1.59147  -0.012
C90 -2.23835 1.99177 0.54676  -0.004
H187 0.61107 3.40154 1.68020  0.067
H188 -0.79696 3.04031 2.71501  0.063
H189 -1.00297 4.00333 1.37986  0.060
H190 -0.28714 2.92274 -0.94881  0.067
H191 1.20189 2.13477 -0.31832  0.135
H192 0.37139 0.96907 -2.40900  0.110
H193 -1.15183 0.60074 -1.53823  0.083
H194 1.59573 -0.30481 -0.49473  0.124
H195 0.38123 -1.33510 -1.19096  0.109
H196 -2.18433 -0.97629 1.46468  0.077
H197 -2.16580 -1.18926 -0.24445  0.048
H198 -1.51141 -2.46820 0.73829  0.088
H199 0.31423 -1.73065 2.53695  0.081
H200 1.09020 -2.28409 1.10981  0.059
H201 1.65377 -0.75411 1.79369  0.066
H202 -2.58818 1.20708 -0.05155  0.053
H203 -2.47500 2.97822 0.21611  0.070
H204 -2.72690 1.85985 1.47751  0.071
H205 -0.21438 0.62220 3.30551  0.053

Its charge is 0. The LUMO energy is 0.4 eV. As for the spin multiplicity: 1.